No. 1
Here is a molecular structure, C20H31BNO2Rh in a non-equilibrium geometry from OMol25. Energies are from wB97M-V/def2-TZVPD.

<S²>: 6.0253
LUMO level (alpha / beta): 0.45 / -2.33 eV
2S+1: 5
frontier orbital gap (alpha / beta): 0.2831 / 0.1976 hartree
charge: 0
energy relative to the best compared isomer or geometry (same formula, charge and spin): 0.0 kcal per mole

Last column: natural (NBO) charge in e.
Atoms and positions in Å:
H: 2.5245 0.2586 -4.2640  0.213
O: 1.7396 -0.4256 -1.5676  -0.596
H: -0.6691 -0.6841 -2.6590  0.228
H: 2.4451 -2.9594 -2.5572  0.211
H: 3.1987 -3.9588 -0.1699  0.252
H: -1.4648 1.2399 4.3698  0.231
B: 1.6389 0.9340 3.5581  -0.598
H: -2.5338 4.1581 0.6032  0.217
H: 1.1427 -1.8197 3.0493  0.286
C: 0.5071 -2.2082 0.9127  -0.322
C: -2.3614 1.5069 -1.3436  -0.064
H: -3.9742 2.5221 -0.4500  0.206
N: 2.1065 0.9044 0.8793  -0.649
C: 0.0024 -1.5223 -2.9052  -0.628
H: -0.2345 -1.9211 -3.9011  0.219
C: 1.8512 0.9161 2.0292  0.354
H: -0.8889 2.6879 1.2712  0.204
H: -2.8152 -1.9343 1.6574  0.212
Rh: 2.3023 -1.4226 0.4467  1.084
H: -3.4722 3.3192 -1.9647  0.216
C: -2.8054 1.2880 2.5776  -0.380
H: -1.8626 1.5581 -2.3304  0.149
C: -1.0142 2.6975 0.1697  -0.070
H: 0.8579 0.1023 3.9704  -0.012
C: 2.4627 -3.4000 0.3872  -0.349
C: 1.6405 0.2675 -3.6325  -0.464
H: 0.7393 -3.2634 -1.0613  0.241
H: -4.2052 0.3557 1.1230  0.204
C: -3.3629 0.2374 1.7974  -0.070
H: -0.1877 -2.3182 -2.1843  0.206
C: -1.8512 -0.6977 3.2722  -0.230
H: 1.2611 2.0691 3.7783  0.024
H: 2.9326 1.2113 -2.0879  0.197
C: -2.6967 -0.9776 2.1630  -0.320
H: -2.9739 0.5958 -1.3184  0.188
H: 3.4018 -3.1171 2.4202  0.263
H: 2.7545 0.7500 4.0260  0.022
C: -3.1272 2.7978 -1.0740  -0.436
H: -1.6601 4.4207 -0.9613  0.207
C: -1.9531 0.6982 3.5569  -0.089
C: 2.5647 -2.9243 1.7388  -0.320
H: -0.4970 -1.7880 0.8435  0.282
C: 1.1833 -2.9762 -0.1079  -0.323
C: 1.3702 -2.2236 2.0608  -0.300
O: -1.3560 1.3992 -0.3228  -0.543
H: 1.1401 1.6130 -1.9546  0.206
C: 1.9020 0.8720 -2.2522  -0.040
C: -2.1170 3.6698 -0.2902  -0.436
H: 0.7508 0.6378 -4.1429  0.216
H: -0.0404 2.9770 -0.2583  0.169
H: 2.4953 -2.3243 -4.2393  0.222
C: 2.5283 -2.0567 -3.1721  -0.635
C: 1.4419 -1.0521 -2.8564  0.285
H: -2.9963 2.3557 2.4676  0.215
H: -1.2570 -1.4467 3.8114  0.221
H: 3.4924 -1.5990 -2.9118  0.222

=====

No. 2
Here is a molecular structure, C20H31BNO2Tl in a non-equilibrium geometry from OMol25. Energies are from wB97M-V/def2-TZVPD.

LUMO level (alpha / beta): -1.51 / -2.35 eV
frontier orbital gap (alpha / beta): 0.2367 / 0.2087 hartree
charge: 0
energy relative to the best compared isomer or geometry (same formula, charge and spin): 9.7 kcal per mole

Last column: natural (NBO) charge in e.
Atoms and positions in Å:
H: -2.5713 3.9182 2.2583  0.243
B: -5.0312 2.3082 3.9456  -0.590
H: -1.6860 2.5983 4.4761  0.244
C: -3.9748 1.1380 4.1145  0.362
C: -4.5999 1.0385 1.1820  -0.105
H: 0.5707 1.3077 3.8260  0.206
H: 3.8347 -4.2958 -0.7149  0.192
C: 3.1134 -2.6819 -2.9769  0.275
C: 2.1438 0.8486 -0.9002  -0.436
C: -2.7679 0.9511 -0.1898  -0.071
H: 1.5281 -2.9264 -4.3602  0.216
C: -0.0559 1.8856 3.1416  -0.151
C: 3.8316 -3.3034 -1.1823  -0.067
H: 5.3259 -2.6557 -2.6871  0.210
C: 1.0515 0.7736 -1.9487  -0.071
H: 3.0756 -3.5482 -4.9417  0.213
C: 0.5044 -0.7451 -0.2751  -0.079
H: -6.0793 1.8822 3.4809  -0.002
H: 3.8052 -0.6503 -2.5980  0.210
C: -1.6904 3.2879 2.3353  -0.174
H: 2.1695 -4.4931 -3.7282  0.222
C: -4.0284 -0.2654 1.2885  -0.180
H: 0.2352 -1.8119 -0.1051  0.195
H: 0.4831 1.7158 -2.0360  0.174
H: -4.4051 -1.0887 1.9005  0.222
H: 2.4405 -1.2363 -0.9285  0.265
H: -5.2167 2.8040 5.0488  0.022
C: 0.2357 2.1652 1.7830  -0.392
H: 3.8302 -1.1678 -4.3239  0.223
O: 2.4803 -2.8730 -1.6705  -0.548
C: 4.4608 -3.3065 -2.5596  -0.466
C: -1.2484 2.5858 3.4835  -0.317
C: -3.7927 1.8007 0.3022  -0.363
N: -3.2063 0.2636 4.2883  -0.715
H: 2.4965 -0.6350 0.7962  0.210
H: 4.6425 -4.3011 -2.9729  0.211
H: -0.8527 3.3857 0.2538  0.217
H: 3.1444 1.0089 -1.3349  0.213
C: 2.4230 -3.4777 -4.0579  -0.624
H: 2.2803 -0.7948 -3.5333  0.218
C: -0.7812 3.0069 1.2717  -0.092
H: 4.2773 -2.5253 -0.5471  0.179
H: -0.0215 -0.1167 0.4891  0.160
H: 1.1202 1.8275 1.2580  0.211
H: 1.9119 1.6426 -0.1956  0.198
O: 0.1221 -0.2913 -1.6015  -0.544
H: -5.4886 1.3979 1.6947  0.258
C: 3.2723 -1.2315 -3.3702  -0.641
H: -3.9385 2.8483 0.0754  0.225
H: -4.5968 3.2008 3.2169  -0.003
C: -2.9036 -0.3219 0.4355  -0.395
H: -2.2930 -1.1965 0.2482  0.216
H: -2.0036 1.2099 -0.9210  0.222
H: 1.4937 0.6246 -2.9376  0.177
C: 2.0147 -0.4950 -0.1992  -0.475
Tl: -1.0852 -0.9899 3.2037  0.893

=====

No. 3
Here is a molecular structure, C20H31Cl2CrN4O3 in a non-equilibrium geometry from OMol25. Energies are from wB97M-V/def2-TZVPD.

<S²>: 3.8433
LUMO level (alpha / beta): 0.46 / 0.46 eV
2S+1: 4
frontier orbital gap (alpha / beta): 0.2455 / 0.2422 hartree
charge: 0
energy relative to the best compared isomer or geometry (same formula, charge and spin): 24.8 kcal per mole

Last column: natural (NBO) charge in e.
Atoms and positions in Å:
H: -4.7921 -2.1097 -0.1647  0.193
H: 1.2130 -1.2372 3.3829  0.230
H: 3.0498 3.7111 -2.9212  0.234
H: 1.6633 -5.3594 -0.9861  0.201
C: -2.3006 -0.8837 5.0581  -0.418
C: 2.4612 2.5797 -6.0924  -0.186
N: 3.6327 0.5531 2.0972  -0.516
O: -0.2342 -2.0067 0.8502  -0.645
C: 3.2015 -0.2977 3.1191  -0.110
H: 3.8205 -0.6023 3.9421  0.221
H: 0.0248 -5.3846 1.7329  0.193
H: -1.0985 -4.0553 1.2965  0.251
H: -3.5191 1.5133 5.7258  0.198
H: -0.8040 -5.4094 0.1595  0.202
H: 2.6481 1.3636 0.3472  0.246
C: -2.5161 0.8672 -1.4753  -0.684
C: -4.4527 -1.0883 0.0180  -0.637
Cl: 0.4845 -0.2126 -1.2799  -0.452
C: -3.7627 1.0877 4.7423  -0.402
C: 1.8878 -0.6000 2.8342  -0.067
H: -4.9185 -0.7587 0.9549  0.188
H: -2.0192 -0.5535 6.0662  0.199
C: 2.5056 2.5995 -4.6863  -0.154
H: -3.1659 -1.5503 5.1595  0.202
C: 2.9827 4.9443 -6.1123  -0.197
Cr: -0.3547 0.1263 0.6789  0.878
C: -2.9494 -1.0370 0.1153  -0.303
C: 1.9188 -4.7224 -0.1260  -0.400
H: -1.4700 -1.4141 4.5913  0.241
H: 3.4566 5.8223 -4.1789  0.214
H: -3.5985 0.9500 -1.6482  0.182
H: -2.0395 0.5608 -2.4181  0.226
C: 3.1617 4.9234 -4.7200  -0.206
H: -2.1374 1.8629 -1.2240  0.233
N: -2.6636 0.2732 4.2497  -0.397
H: -2.4980 -1.8684 0.6795  0.186
C: -2.1943 -0.0852 -0.3981  -0.128
C: 2.9457 3.7474 -4.0077  -0.168
C: -2.0500 0.5517 3.1023  0.559
H: 4.5478 0.9794 2.0294  0.424
O: -1.2520 -0.2489 2.5407  -0.652
H: 3.0864 5.8857 -6.6532  0.215
H: 1.4035 -2.1952 -0.3966  0.185
C: 1.8976 1.5200 -3.8426  0.405
H: 2.5886 3.7783 -7.8917  0.217
C: 0.6519 -2.6752 0.2512  0.553
H: 2.2224 1.6451 -6.5999  0.216
H: -2.2645 1.5260 2.6326  0.187
H: -4.6675 0.4725 4.8513  0.203
H: -3.9560 1.8979 4.0292  0.225
H: 2.6879 -3.9969 -0.4274  0.220
N: 1.5361 0.0757 1.6642  -0.524
C: 2.5959 0.7461 1.2393  0.235
H: -4.8119 -0.4366 -0.7819  0.204
N: 0.7432 -4.0003 0.3392  -0.405
H: 2.3066 -5.3553 0.6856  0.200
O: 1.4850 1.7197 -2.6983  -0.484
Cl: -0.5006 2.3278 0.8045  -0.505
C: -0.3519 -4.7578 0.9188  -0.423
C: 2.6724 3.7621 -6.8031  -0.221
H: 1.8595 0.5288 -4.3558  0.113

=====

No. 4
Here is a molecular structure, C20H31Cl2N9 in a non-equilibrium geometry from OMol25. Energies are from wB97M-V/def2-TZVPD.

LUMO level: -0.64 eV
frontier orbital gap: 0.3450 hartree
charge: 0
energy relative to the best compared isomer or geometry (same formula, charge and spin): 269.7 kcal per mole

Last column: natural (NBO) charge in e.
Atoms and positions in Å:
C: -4.7237 29.8545 -14.7838  -0.724
H: -5.9212 26.8518 -16.4592  0.252
C: -2.6493 27.4058 -10.9626  0.381
H: -3.6908 29.5086 -14.8233  0.228
N: -9.0019 26.6458 -14.3562  -0.349
H: -5.2367 25.2968 -9.0379  0.222
H: -6.8702 29.1169 -12.2025  0.311
H: -8.3394 29.7394 -15.0069  0.255
H: -7.3760 27.4231 -15.8127  0.265
H: -5.0146 25.4710 -12.3263  0.256
C: -6.6814 22.7897 -13.9315  0.294
H: -5.3732 29.3722 -15.5143  0.251
Cl: -7.3729 26.8773 -10.0108  -0.045
C: -2.9928 27.5133 -15.2125  0.373
N: -0.6118 24.8628 -16.5319  -0.333
H: -6.1211 29.6426 -10.6581  0.249
C: -6.8688 26.4904 -16.0596  -0.724
C: -5.6327 26.9818 -10.1925  -0.421
H: -4.7017 23.6235 -13.6957  0.235
H: -7.1411 29.0561 -13.8333  0.279
C: -3.1039 24.6577 -15.8097  -0.750
H: -3.8422 26.4714 -9.1900  0.212
C: -5.4693 23.0880 -13.1370  -0.663
H: -1.3480 28.6536 -14.5614  0.257
C: -7.3084 31.0943 -11.6592  0.288
H: -0.8620 28.5476 -10.5873  0.272
C: -4.6680 26.1699 -13.0876  -0.760
N: -4.7673 32.4474 -15.1285  -0.324
H: -1.3081 28.2677 -16.3157  0.280
C: -1.5685 27.9042 -15.3216  -0.728
C: -5.4146 27.4394 -13.0538  0.567
H: -5.3516 26.3961 -11.0677  0.241
C: -4.9168 26.3385 -9.0655  -0.372
N: -4.1282 27.2412 -15.2263  -0.432
N: -3.8016 27.3070 -11.2241  -0.453
H: -5.1762 22.0831 -12.8331  0.219
H: -0.6316 26.8831 -11.2167  0.259
C: -8.6652 27.7708 -14.2547  0.289
C: -1.6958 24.7696 -16.1874  0.285
C: -6.3941 29.9406 -11.6705  -0.724
H: -3.6627 24.9221 -16.7075  0.263
H: -3.4557 25.3541 -15.0486  0.264
N: -6.2172 24.7952 -14.1688  -0.477
H: -4.6816 25.7939 -14.1106  0.297
N: -8.0263 32.0266 -11.6133  -0.356
Cl: -5.3819 26.9625 -7.4464  -0.066
H: -3.6190 26.4403 -12.9668  0.249
C: -6.4719 25.5663 -14.9813  0.432
H: -7.4485 25.9647 -16.8183  0.268
N: -7.6281 22.5400 -14.5034  -0.343
C: -8.1939 29.1576 -14.0967  -0.783
H: -5.3158 28.0010 -10.4138  0.227
H: -5.4461 30.2836 -12.0849  0.223
C: -4.7424 31.2927 -14.9672  0.274
C: -1.2451 27.5271 -10.5868  -0.724
H: -5.1793 29.5986 -13.8272  0.271
H: -5.8600 23.7508 -12.3649  0.246
H: -1.1836 27.1214 -9.5770  0.268
N: -6.0791 28.3652 -12.9844  -0.582
H: -3.4774 23.6503 -15.6261  0.267
H: -8.7825 29.7036 -13.3596  0.280
H: -1.0709 26.9620 -15.0922  0.278